(1)
14
Properties=species:S:1:pos:R:3:mulliken_charge:R:1 method="wB97M-V/def2-TZVPD" homo_ha=-0.286 homo_lumo_gap_ev=8.30 mol_weight_g_mol=97.121 max_force_ev_per_a=0.48 de_lowest_kj_mol=328.1 spin_multiplicity=1
N 2.01103 1.39645 -0.84898 -0.5950
C 0.96488 0.58893 -0.33294 0.4420
C 0.57480 0.28060 0.93982 -1.3251
C -0.75048 -0.40411 0.67752 0.8159
N -1.30159 -1.35652 1.60417 -0.6974
C -0.87851 -0.64035 -0.77359 -0.5843
N 0.09630 0.03840 -1.31752 0.0144
H 2.31347 2.00844 -0.09857 0.2946
H 2.81775 0.83494 -1.10991 0.2572
H -1.23364 0.61204 0.71694 0.1744
H -2.30621 -1.24163 1.70036 0.2741
H -0.88110 -1.16442 2.50761 0.2794
H -1.62107 -1.17626 -1.35348 0.3773
H 0.19438 0.22349 -2.31143 0.2724

***

(2)
10
Properties=species:S:1:pos:R:3:mulliken_charge:R:1 method="wB97M-V/def2-TZVPD" homo_ha="-0.025 / -0.155" s_squared=0.754 homo_lumo_gap_ev="4.85 / 8.37" mol_weight_g_mol=62.068 total_charge=-1 max_force_ev_per_a=2.57 de_lowest_kj_mol=210.9 spin_multiplicity=2
O 0.28498 -0.25520 -2.04382 -0.7474
C -1.27412 -0.48513 0.84142 -0.7578
C -1.32593 0.72589 1.39160 -0.3060
H -0.34732 -0.55405 -1.34923 0.3515
H -1.70744 1.74653 1.23755 0.0924
H 1.09966 -0.21329 -1.51724 0.3964
H -2.12768 0.08768 0.30715 0.1016
H 1.10103 -0.11276 0.63241 0.3352
H 2.34443 -0.90218 0.32792 0.3143
O 1.95240 -0.03749 0.17224 -0.7801

***

(3)
73
Properties=species:S:1:pos:R:3:mulliken_charge:R:1 method="wB97M-V/def2-TZVPD" homo_ha="0.072 / 0.072" s_squared=2.002 homo_lumo_gap_ev="2.19 / 2.19" mol_weight_g_mol=616.586 total_charge=-2 max_force_ev_per_a=3.07 spin_multiplicity=3
C 0.30578 0.05595 -4.12160 3.6116
C 0.07642 -0.73826 -2.82843 -0.8624
C -0.17398 1.49569 -3.85205 -1.9744
C -0.91018 1.48073 -2.49773 0.4154
H -0.83448 1.79159 -4.66107 0.2306
H 0.68017 2.17126 -3.83426 0.4332
C -1.15652 -0.11181 -2.23278 0.7665
H 0.92859 -0.56286 -2.14210 -0.8290
H -0.00128 -1.81647 -3.00040 0.6766
C -1.49553 -0.72273 -0.87363 -1.5097
H -2.04069 -0.40249 -2.84723 0.1611
H -1.93584 1.84299 -2.63122 0.5915
C -0.25570 2.44858 -1.58801 0.1000
C 1.75700 -0.01344 -4.55001 -0.6686
C -0.39888 -0.52366 -5.35397 -0.1552
O -0.80666 0.15502 -6.27356 -0.6687
O 2.70430 0.19432 -3.78366 -0.6329
O 1.89814 -0.32649 -5.84118 -0.2626
O -0.48589 -1.85893 -5.33914 -0.2189
C -1.04566 -2.42506 -6.53113 -0.8300
H -1.02149 -3.49770 -6.36204 0.2455
H -0.44489 -2.15211 -7.40417 0.3026
H -2.07692 -2.07184 -6.67092 0.3018
C 3.25320 -0.45886 -6.28564 -0.7782
H 3.78958 0.48849 -6.16190 0.2751
H 3.16888 -0.72406 -7.33416 0.2548
H 3.76229 -1.24636 -5.72419 0.3132
O -0.85727 -0.24117 0.25358 0.6672
H -1.28879 -1.81155 -0.87397 0.2041
H -2.57716 -0.66308 -0.67024 0.3366
C -1.16020 3.10081 -0.61933 -1.2385
C 1.17507 2.30108 -1.25997 -0.7801
H 1.80796 3.14761 -1.57698 0.1471
H 1.68694 1.43555 -1.68399 0.0892
H 1.37316 2.21748 -0.17343 -0.0542
H -0.76768 3.12700 0.40329 0.1614
H -2.11971 2.55294 -0.54074 0.2680
H -1.42003 4.12129 -0.90732 0.2842
Pr -0.26282 -0.37181 2.19061 -0.0612
C -2.79246 -0.81154 3.40281 -0.4838
C -3.16086 -1.00728 2.04486 -0.7097
C -2.48208 -2.16936 1.57360 -0.4097
H -3.87035 -0.40598 1.46899 0.3485
C -1.67769 -2.68278 2.62686 -0.9934
C -1.88338 -1.85085 3.77414 -0.4306
H -1.44690 -2.00992 4.75898 0.9332
H -3.16556 -0.01603 4.05476 0.1721
H -2.58231 -2.61012 0.58190 0.7539
H -1.05295 -3.57686 2.57472 0.4057
C 2.54512 0.05720 1.49691 -1.1735
C 2.34698 -0.57423 2.75135 -0.4479
C 1.87315 -1.89915 2.50678 -0.3099
H 2.48527 -0.09514 3.73312 0.5013
C 1.68508 -2.03859 1.10161 -0.6519
C 2.10827 -0.83328 0.48114 -0.2806
H 2.17771 -0.64430 -0.59680 0.7568
H 3.03918 1.02306 1.32515 0.4743
H 1.73158 -2.68489 3.26376 0.3912
H 1.32310 -2.92780 0.57084 0.3460
C -1.69762 1.27993 6.22696 -1.1637
Si -0.05879 1.17481 5.30103 0.5504
C 0.95046 2.63837 5.89924 -1.1798
C 0.77444 -0.43762 5.91745 -0.9404
O -0.24186 1.30838 3.70615 -0.4685
H -1.46082 1.18791 7.29309 0.3429
H -2.42647 0.50330 5.97051 0.3169
H -2.16172 2.26029 6.05983 0.2434
H 1.04922 2.55861 6.98675 0.2844
H 1.94662 2.66180 5.44414 0.2695
H 0.43796 3.57589 5.65560 0.2501
H 0.35099 -1.36098 5.49466 0.1309
H 1.85545 -0.45961 5.72258 0.3814
H 0.65200 -0.52090 7.01123 0.4778

***

(4)
39
Properties=species:S:1:pos:R:3:mulliken_charge:R:1 method="wB97M-V/def2-TZVPD" homo_ha="-0.662 / -0.734" s_squared=1.734 homo_lumo_gap_ev="1.34 / 3.11" mol_weight_g_mol=424.373 total_charge=+3 max_force_ev_per_a=3.19 spin_multiplicity=2
Al -1.47340 -0.43738 0.86135 1.7405
C -3.17673 0.37450 -4.20883 0.6428
F -2.90544 1.62953 -3.75261 -0.1983
F -4.09059 0.49792 -5.13625 -0.1526
F -1.97870 -0.02160 -4.75907 -0.1850
S -3.94691 -0.71291 -2.71334 1.0283
O -2.99209 -0.75467 -1.64618 -0.5596
O -5.09917 0.04106 -2.28775 -0.3145
O -4.25950 -2.01333 -3.30631 -0.3293
O 0.60714 -0.51883 -1.24452 -0.5663
S 1.36893 -1.10541 -2.33731 1.0629
O 2.56577 -1.84088 -1.95716 -0.4901
O 0.50822 -2.03305 -3.36339 -0.1775
C 1.17703 -2.85508 -4.37106 -0.1560
C 0.30301 -2.82329 -5.67267 -1.0102
C 1.91041 0.20006 -3.47887 -0.8237
H 1.50969 -3.83982 -4.04283 0.3551
H 2.05074 -2.31718 -4.73903 0.2976
H -0.71206 -3.16889 -5.47706 0.3351
H 0.77201 -3.36410 -6.49467 0.3947
H 0.06479 -1.80332 -5.97437 0.3017
H 2.51183 0.86623 -2.86032 0.4227
H 1.00661 0.62952 -3.91108 0.3199
H 2.44530 -0.37832 -4.23218 0.3428
O -1.46667 1.05203 5.82053 -0.4838
S -0.33944 0.70057 4.99560 1.1047
O -0.55059 0.12522 3.61786 -0.5294
O 0.82130 1.88888 4.99343 -0.2350
C 0.89656 2.66618 6.17283 0.0364
C 1.76024 3.84150 5.99640 -1.2654
C 0.68754 -0.41184 5.97054 -0.9342
H 1.25807 2.05461 6.99950 0.3719
H -0.09035 3.06981 6.39911 0.3701
H 1.27141 4.59075 5.37367 0.3430
H 2.72533 3.63812 5.53235 0.3732
H 2.07440 4.41340 6.86951 0.4113
H 0.56660 -1.43612 5.61792 0.4066
H 0.52226 -0.34390 7.04579 0.3774
H 1.69645 -0.09996 5.70047 0.3723

***

(5)
71
Properties=species:S:1:pos:R:3:mulliken_charge:R:1 method="wB97M-V/def2-TZVPD" homo_ha=-0.396 homo_lumo_gap_ev=6.74 mol_weight_g_mol=969.855 total_charge=+1 max_force_ev_per_a=0.88 de_lowest_kj_mol=68.3 spin_multiplicity=1
Ta 0.34112 0.29352 0.14276 -0.7695
S -0.31165 -0.19766 2.36061 -0.0390
S 0.49415 1.21005 3.65170 -0.0677
S -0.25866 2.84560 2.66644 -0.0438
S 0.78860 2.60066 0.90735 -0.1533
C -0.48671 2.63547 -3.88420 -1.1022
C 0.11395 1.23726 -3.94758 -0.8945
S -0.24864 0.08667 -2.59713 0.4397
C -2.05162 -0.03083 -2.62614 -0.9950
C -2.83474 1.07550 -1.92577 -0.9934
S -2.16615 1.59318 -0.32332 0.3209
C -2.19835 3.39658 -0.47535 -0.5596
C -1.70140 4.05305 -1.75872 -0.9296
S -0.07481 3.53062 -2.36227 0.0326
H -1.56754 2.60350 -4.00595 0.4413
H -0.09456 3.19530 -4.73453 0.5450
H 1.20102 1.28406 -3.97913 0.2789
H -0.20749 0.73298 -4.86109 0.6244
H -2.27772 -0.99822 -2.18574 0.0497
H -2.34070 -0.08094 -3.67744 0.7718
H -3.85164 0.71893 -1.76526 0.6851
H -2.89018 1.96080 -2.55003 0.3443
H -1.61203 3.73453 0.37582 0.2407
H -3.22900 3.70748 -0.29474 0.4796
H -1.63650 5.12378 -1.56220 0.5000
H -2.41574 3.94840 -2.57424 0.5488
C 3.33473 -3.17220 -0.34223 -1.3087
C 1.92121 -3.65706 -0.26900 1.0505
C 1.70189 -5.05763 -0.27952 -1.3362
C 0.44257 -5.55440 -0.18094 -1.0133
C -0.64447 -4.65620 -0.08501 0.8348
C -2.00179 -5.04985 0.03037 -0.1196
Br -2.46364 -6.87910 0.06281 -0.1928
C -2.99743 -4.12400 0.12056 -0.2996
C -2.68099 -2.75459 0.08437 0.2213
Br -4.08226 -1.50684 0.23816 -0.1112
C -1.38453 -2.32436 -0.04227 -0.6390
O -1.08188 -1.02120 -0.10003 0.5621
C -0.33669 -3.28109 -0.10964 -0.3559
N 0.93185 -2.79226 -0.18925 0.7165
H 3.83589 -3.59948 -1.21205 0.5618
H 3.88815 -3.49457 0.54224 0.4412
H 3.37416 -2.09182 -0.39411 -0.3051
H 2.55576 -5.71720 -0.35785 0.5466
H 0.25982 -6.61977 -0.17605 0.4051
H -4.02907 -4.42881 0.21848 0.4683
C 3.32835 2.08315 -2.21571 -0.8120
Si 3.37743 0.34063 -1.55434 0.7539
C 2.82385 -0.91713 -2.83771 -1.3155
C 5.12845 -0.05539 -1.03183 -1.2975
N 2.29299 0.25123 -0.10715 0.9437
C 3.02945 0.35413 1.14544 0.5090
C 3.01289 -0.70041 2.04972 -0.3947
C 3.73877 -0.62147 3.23082 -0.8200
C 4.49621 0.50420 3.51010 -0.7492
C 4.51650 1.55821 2.60519 -0.7152
C 3.78346 1.48903 1.43365 -0.1828
H 3.96695 2.16630 -3.09928 0.4013
H 3.69892 2.79331 -1.47412 0.2902
H 2.32552 2.41010 -2.48488 -0.1930
H 2.51130 -0.45755 -3.77689 0.4738
H 2.01720 -1.56195 -2.48989 0.3376
H 3.67559 -1.55894 -3.07200 0.5041
H 5.66110 -0.49459 -1.87848 0.5101
H 5.18487 -0.75598 -0.19807 0.3460
H 5.66373 0.84691 -0.73326 0.3515
H 2.41967 -1.57876 1.83229 0.5797
H 3.71088 -1.44706 3.93011 0.4526
H 5.06467 0.56487 4.42820 0.4129
H 5.09904 2.44500 2.81709 0.4323
H 3.78393 2.32423 0.74585 0.2992

***

(6)
17
Properties=species:S:1:pos:R:3:mulliken_charge:R:1 method="wB97M-V/def2-TZVPD" homo_ha=-0.285 homo_lumo_gap_ev=7.64 mol_weight_g_mol=98.145 max_force_ev_per_a=0.63 de_lowest_kj_mol=319.7 spin_multiplicity=1
O -1.76213 -0.37298 -1.60645 -0.4603
C -1.18119 0.01670 -0.47499 0.6123
C -0.02116 0.97559 -0.62670 -0.7692
C 1.23562 0.66401 0.20092 -0.5566
C 1.74534 -0.76219 -0.00230 -1.1577
C -1.14862 -0.08931 1.92239 -0.8341
C -1.72380 -0.47675 0.69968 -0.2182
H -1.31145 0.01433 -2.36963 0.3631
H 0.92759 -1.48243 0.10052 0.3076
H -0.39506 1.96884 -0.35144 0.2662
H 0.24402 1.02887 -1.69599 0.4674
H 0.96790 0.81893 1.24822 0.4183
H 2.00948 1.39024 -0.08047 0.3837
H 2.20309 -0.90944 -0.98786 0.3181
H 2.49030 -1.00680 0.76136 0.3215
H -1.70265 -0.62701 2.71658 0.2064
H -2.57729 -1.15060 0.54617 0.3315

***

(7)
38
Properties=species:S:1:pos:R:3:mulliken_charge:R:1 method="wB97M-V/def2-TZVPD" homo_ha="-0.492 / -0.491" homo_lumo_gap_ev="4.59 / 4.47" mol_weight_g_mol=668.246 total_charge=+2 max_force_ev_per_a=2.00 de_lowest_kj_mol=21.2 spin_multiplicity=1
Pt 0.19696 0.40974 -0.40947 1.1462
N 0.66625 -3.51141 -2.05657 -0.1084
C -0.48467 -4.35665 -2.00129 0.4613
C -0.43089 -5.60682 -2.58063 -0.6455
C -1.56258 -6.41310 -2.59272 -0.6510
C -2.74233 -5.96022 -2.03257 -0.6681
C -2.78630 -4.70996 -1.42456 -0.6143
C -1.65260 -3.92152 -1.39654 0.6911
S -1.69973 -2.40318 -0.48191 -0.0926
N -0.25356 -1.66880 -0.97463 -0.5247
C 0.68658 -2.23810 -1.65733 0.8209
C 1.86176 -1.39729 -1.95863 0.5962
C 2.82857 -1.67637 -2.89615 -0.6794
C 3.87431 -0.77792 -3.07602 -0.3976
C 3.92556 0.36762 -2.29856 -0.7279
C 2.92174 0.58521 -1.37385 0.0719
N 1.90545 -0.27445 -1.22534 -0.2548
H 1.49026 -3.89886 -2.48544 0.1740
H 0.49440 -5.95696 -3.02447 0.3539
H -1.51412 -7.39402 -3.04367 0.4093
H -3.62660 -6.58155 -2.04809 0.4075
H -3.69861 -4.36258 -0.95472 0.3924
H 2.76954 -2.56218 -3.51337 0.3739
H 4.64435 -0.97900 -3.80869 0.4725
H 4.73236 1.07960 -2.39806 0.4108
H 2.93275 1.44358 -0.71480 0.4288
Cl -3.72202 4.97872 2.75369 -0.0491
C -2.69332 3.69713 2.46708 0.6509
C -2.01815 3.05537 3.65226 0.3409
Cl -2.38453 3.64481 5.18246 -0.0707
C -1.13861 2.05221 3.50858 -0.0130
Cl -0.33495 1.31271 4.80518 -0.0943
C -0.85441 1.56581 2.16983 0.6263
O -0.05621 0.68670 1.91530 -0.7974
C -1.62713 2.16823 0.98192 0.9038
O -1.44442 1.64424 -0.12664 -0.8775
C -2.50113 3.26744 1.19379 -0.3644
Cl -3.26379 3.97210 -0.15505 -0.1017

***

(8)
33
Properties=species:S:1:pos:R:3:mulliken_charge:R:1 method="wB97M-V/def2-TZVPD" homo_ha="-0.193 / -0.303" s_squared=8.780 homo_lumo_gap_ev="5.61 / 5.02" mol_weight_g_mol=569.367 max_force_ev_per_a=4.55 de_lowest_kj_mol=0.0 spin_multiplicity=6
C 2.29420 -0.32952 -0.01806 -0.1071
C 2.38694 0.92729 0.66850 -0.6828
C 1.82853 0.76872 1.98960 -0.5595
H 2.80875 1.83401 0.24290 0.4252
C 1.41497 -0.60393 2.11991 -0.7771
C 1.68598 -1.28005 0.88261 -0.0939
H 1.45913 -2.31303 0.66008 0.3743
H 2.62062 -0.50977 -1.03806 0.3466
H 1.73425 1.54900 2.74061 0.4028
H 0.97304 -1.05552 3.00146 0.4294
Ir 0.30860 0.33184 0.50033 0.9952
Br -1.35619 -0.44819 -0.96464 -0.3410
C -0.40220 -2.82405 -2.15079 -0.5527
C 0.38041 -3.71207 -1.35486 -0.5004
C 1.75179 -3.46938 -1.64181 -0.4797
H -0.01547 -4.46829 -0.67973 0.4262
C 1.82280 -2.39707 -2.59294 -0.6026
C 0.50130 -1.99366 -2.89603 -0.3641
H 0.21729 -1.20010 -3.57927 0.4279
H -1.48264 -2.85757 -2.23903 0.6004
H 2.60333 -4.02010 -1.24462 0.4476
H 2.73455 -2.00632 -3.04047 0.5677
F -2.22484 0.25699 2.41029 -0.2984
C -2.17678 1.39771 1.68380 0.3954
C -1.14953 1.64915 0.76042 -0.8888
C -1.23766 2.78574 -0.05018 0.3271
F -0.31230 3.02165 -1.01159 -0.2912
C -2.24914 3.71737 0.15211 0.4068
F -2.30887 4.82179 -0.62064 -0.3015
C -3.17821 3.53080 1.17595 0.3722
F -4.11733 4.46689 1.42723 -0.2883
C -3.17870 2.33202 1.89284 0.4869
F -4.13664 2.09765 2.81407 -0.3027